Record 1
47
Properties=species:S:1:pos:R:3:forces:R:3 method="wB97M-V/def2-TZVPD" smiles="O=C(O)CC1=C(COO)C(=O)C(Br)=CC1=O.COC(=O)OC.COC(=O)OC" homo_lumo_gap_ev=8.42 e_above_lowest_kj_mol=0.0 fmax_ha_per_bohr=0.0324 lumo_ev=-1.9
O 2.45497 -3.12092 0.52129 -0.6711 -1.0060 -0.1155
C 1.83246 -4.11086 0.21315 0.9256 1.3703 0.1955
O 2.17907 -5.30078 0.75280 -0.0025 0.0192 -0.2249
C 0.64258 -3.99220 -0.73579 0.2733 -0.0035 0.1567
C -0.53310 -3.40923 0.00688 -0.0260 -0.5051 -0.0471
C -1.19328 -4.04535 0.97964 -0.1936 0.5123 -0.1391
C -0.93811 -5.43971 1.46165 -0.4272 0.0456 -0.5770
O -2.15099 -6.18422 1.39191 -0.1090 -0.1519 0.2811
O -2.15383 -6.76063 0.08245 0.4358 -0.2401 -0.3268
C -2.30610 -3.35261 1.69509 -0.4054 -0.4825 1.3049
O -2.74204 -3.81886 2.73271 0.2927 0.3831 -0.7707
C -2.83782 -2.07579 1.14192 -0.1765 -0.1426 -0.0040
Br -4.41757 -1.39572 1.90748 0.2861 -0.1145 -0.1035
C -2.19705 -1.46805 0.15471 0.0447 -0.1065 0.0310
C -0.93206 -2.02573 -0.37695 0.5485 0.6903 -0.3309
O -0.21673 -1.34673 -1.09740 -0.5931 -0.8026 0.3110
H 1.80408 -6.03762 0.26108 -0.1759 -0.0815 -0.0426
H 0.95232 -3.26534 -1.47521 0.0661 0.1517 -0.1453
H 0.38612 -4.90354 -1.27011 -0.1177 -0.2773 0.2010
H -0.56921 -5.45376 2.47858 -0.1458 -0.0926 0.2909
H -0.24257 -5.94710 0.81326 0.3512 -0.0738 -0.0012
H -3.03693 -6.58582 -0.26098 -0.2425 0.2292 0.2813
H -2.55227 -0.54232 -0.25564 0.0640 0.2822 -0.1613
C -1.67712 5.79576 -2.93518 -0.0401 0.2449 -0.0504
O -1.02937 4.81930 -2.11781 0.0068 0.0215 0.0219
C -1.28690 3.55622 -2.46856 0.0821 -0.0244 0.1069
O -1.99128 3.21230 -3.37869 -0.0999 -0.0180 -0.1145
O -0.63148 2.75118 -1.63707 -0.0832 0.0336 -0.0688
C -0.81681 1.35187 -1.89689 0.0548 0.1621 -0.0469
H -1.38736 6.76813 -2.54697 0.0828 -0.0667 0.1039
H -1.34849 5.71121 -3.96905 -0.0772 -0.0860 -0.0186
H -2.75870 5.69367 -2.87252 0.0026 -0.0852 -0.0807
H -0.45574 1.09729 -2.89121 -0.1052 0.0159 -0.0388
H -1.86723 1.08743 -1.79646 -0.0631 0.0369 -0.1304
H -0.23879 0.81879 -1.16496 0.1779 0.1396 0.2010
C 1.05754 4.66436 0.24525 -0.1664 0.0915 -0.1088
O 2.23334 5.02762 0.97868 -0.0392 0.0969 -0.0121
C 2.85689 4.00057 1.54685 0.0035 0.1331 -0.0208
O 2.51879 2.84861 1.49227 -0.0281 -0.1411 0.0144
O 3.92687 4.46868 2.19154 0.0715 0.0438 0.0413
C 4.69448 3.46280 2.85271 0.1879 -0.0620 0.1294
H 0.64005 5.57714 -0.16624 0.1589 0.1110 0.0777
H 1.30307 3.99262 -0.57125 0.0045 -0.1110 0.0845
H 0.32173 4.20737 0.90400 0.0584 -0.1364 -0.0283
H 5.08099 2.74037 2.13632 -0.0993 -0.0616 0.0061
H 4.09744 2.95872 3.61033 -0.0416 -0.0730 -0.0788
H 5.52615 3.97087 3.33243 -0.0507 0.1314 -0.0527

***

Record 2
37
Properties=species:S:1:pos:R:3:forces:R:3 method="wB97M-V/def2-TZVPD" homo_lumo_gap_ev="5.89 / 7.51" e_above_lowest_kj_mol=0.0 fmax_ha_per_bohr=0.1005 lumo_ev="-0.5 / -0.6" spin_multiplicity=3 s2=2.020
C -1.71818 -0.81246 -1.84113 -1.5610 0.4868 0.4194
C -1.66052 -1.29115 -0.48499 0.1127 0.6419 0.2301
C -1.78851 -0.15340 0.38396 -0.8151 -0.0901 -1.2003
H -1.52144 -2.33867 -0.20397 -0.1140 0.5965 -0.0201
C -1.95234 1.01428 -0.43112 0.3119 -0.8793 0.4878
C -1.97621 0.61811 -1.80063 0.4539 -1.0698 -0.0338
H -2.22851 1.26657 -2.65063 0.3992 -0.4198 0.5564
H -1.73972 -1.45770 -2.70779 -0.1931 0.1702 0.1179
H -1.80500 -0.16476 1.46481 0.2539 -0.0341 -0.3344
H -2.07822 2.03919 -0.06319 0.1656 -0.5744 -0.1669
W 0.37412 -0.17506 -1.20783 -3.6972 1.1622 3.4193
Br 1.52091 -2.20935 -0.34866 0.3342 -1.2032 0.3315
C 1.99080 0.65930 -2.29717 1.3160 -0.1943 -1.3719
C 0.90663 1.44467 -2.85400 0.8932 -0.5682 0.1639
C 0.12871 0.60098 -3.69423 0.7159 -0.6416 -0.5360
H 0.81277 2.52814 -2.78403 -0.0672 -0.4417 0.2623
C 0.59166 -0.72692 -3.55426 0.8168 0.6636 -0.7776
C 1.78581 -0.71925 -2.75012 0.5780 1.1783 -1.3429
H 2.44594 -1.56954 -2.61086 -0.2639 0.5014 -0.0483
H 2.84644 1.04576 -1.75720 -0.0613 -0.0901 -0.1651
H -0.62312 0.93139 -4.42334 -0.0173 -0.2426 0.9141
H 0.15622 -1.60544 -4.02528 0.2034 0.2633 0.1429
C 1.79616 -0.81187 4.85897 0.7055 -0.4188 0.1404
Si 0.42542 0.09466 3.97973 -0.2763 0.1856 1.6941
C -1.10870 -0.73618 4.77339 -0.2398 -0.5217 -0.6894
C 0.28626 1.72112 4.93037 0.2435 0.3373 -0.2077
C 0.66036 0.20946 2.17144 0.2995 -0.0291 -2.2417
C 0.78080 0.17999 0.92602 -0.5219 0.6682 1.6813
H 1.64984 -0.70974 5.95151 -0.0101 0.0113 -0.4821
H 2.80022 -0.43299 4.62576 -0.1974 -0.0284 0.0116
H 1.80591 -1.88947 4.63934 -0.0353 0.2352 -0.0282
H -0.99819 -0.75410 5.87617 0.1778 0.1852 -0.5964
H -2.04781 -0.21522 4.54796 0.1302 -0.0633 0.0192
H -1.23072 -1.78405 4.45732 -0.0317 0.2287 0.0575
H 1.08930 2.43774 4.75076 0.0011 0.0295 -0.0920
H -0.66645 2.22711 4.75872 0.0242 0.0131 -0.0830
H 0.32466 1.46722 5.99901 -0.0336 -0.0477 -0.2322

***

Record 3
44
Properties=species:S:1:pos:R:3:forces:R:3 method="wB97M-V/def2-TZVPD" smiles="CC(=O)Nc1nc2ccc(Cl)cc2s1.CNC(=O)[C@H](CO)NC(C)=O" homo_lumo_gap_ev=9.04 fmax_ha_per_bohr=0.0463 lumo_ev=0.4
C 2.55731 -2.14649 -2.38660 -0.3275 -0.1376 0.6009
C 1.25083 -1.39988 -2.15214 -0.2387 1.1190 -1.5826
O 0.88991 -0.57430 -2.97530 0.1963 0.0166 -0.0365
N 0.39208 -1.58451 -1.09685 1.4871 -1.1913 0.3461
C 0.52751 -2.42963 -0.01434 -1.6451 0.3446 0.9582
N -0.45824 -2.40202 0.84820 0.9764 -0.3588 -0.2854
C -0.20135 -3.28707 1.88750 -0.4928 0.3294 0.0121
C -1.03565 -3.49385 2.98799 0.3069 -0.5897 0.5826
C -0.65869 -4.41055 3.98387 -0.0740 0.3575 -0.4543
C 0.54636 -5.12131 3.87462 0.0143 0.5376 -0.8115
Cl 1.02621 -6.25852 5.10901 -0.1367 0.2564 -0.2660
C 1.37296 -4.91190 2.76672 0.1097 -0.2498 0.2731
C 0.98968 -3.99409 1.78847 0.1442 -0.5387 0.6458
S 1.84261 -3.54698 0.34679 -0.1779 0.3796 -0.3382
H 3.01158 -1.81939 -3.32581 -0.4071 0.1277 0.2293
H 2.37412 -3.22131 -2.45118 0.0888 0.0059 0.1321
H 3.26041 -1.94206 -1.57579 -0.0272 -0.1555 0.0172
H -0.41596 -0.97671 -1.08278 0.1109 -0.0607 0.0375
H -1.96417 -2.93788 3.06135 0.1025 -0.0860 0.0385
H -1.29664 -4.57155 4.84729 0.0841 0.0252 -0.1359
H 2.30672 -5.45676 2.67246 -0.1095 0.0278 0.0798
C 1.07171 3.34039 -3.33989 0.1022 0.2288 0.3402
N 1.37080 2.79462 -2.01599 -0.1622 0.6363 -1.3979
C 0.54251 2.57316 -0.98851 0.2298 -1.0761 1.1863
O 1.00060 1.98516 -0.01398 -0.5995 0.1403 0.1795
C -0.95889 2.95149 -1.05560 -0.2392 0.2143 -0.0836
C -1.23555 4.44830 -0.83167 0.0755 0.2924 0.7361
O -0.88779 5.22737 -1.95826 0.2778 -0.1742 -0.6431
N -1.79179 2.13302 -0.15169 0.6113 0.0910 -1.9215
C -1.77745 2.17932 1.18273 0.2778 0.8208 2.2156
C -2.42539 1.01140 1.88891 0.0981 0.0352 -0.1057
O -1.31752 3.10931 1.83226 -0.0242 -0.2115 -0.5982
H 1.13162 4.42990 -3.31409 -0.1382 -0.0873 -0.1767
H 1.79910 2.96679 -4.06210 -0.0747 -0.1079 0.1507
H 0.07637 3.04278 -3.67084 0.0982 0.0513 0.0092
H 2.31584 2.48721 -1.84817 -0.1267 -0.0492 0.1348
H -1.29701 2.72531 -2.06464 -0.1589 -0.0523 -0.1204
H -2.29910 4.59036 -0.63346 -0.0752 -0.3060 0.1922
H -0.67160 4.79474 0.03565 -0.1102 -0.1487 0.1400
H -0.99694 6.15350 -1.72304 0.0354 -0.0820 0.0026
H -2.24824 1.33662 -0.56145 0.1513 -0.0387 -0.1036
H -1.85537 0.10847 1.67233 -0.0956 -0.1735 -0.0185
H -3.45193 0.89897 1.54648 -0.1187 -0.1951 -0.0010
H -2.41156 1.19860 2.96158 -0.0188 0.0331 -0.1601